1.
This record from OMol25 describes a molecular structure, C45H44Cl5MoN3P2Si2 at a distorted geometry. The level of theory is ωB97M-V/def2-TZVPD.

```
102
C45H44Cl5MoN3P2Si2 | OMol25 | ωB97M-V/def2-TZVPD
Mo 0.684 -0.824 -0.339
C 1.626 1.037 -4.159
Si 0.110 1.550 -3.141
C -1.559 1.073 -3.941
C 0.059 3.449 -3.155
N 0.225 0.874 -1.482
P -0.200 1.931 -0.264
C 0.211 0.763 0.956
P -0.634 -0.255 2.072
N 0.091 -1.595 1.357
Si 0.364 -3.188 2.129
C 1.473 -3.011 3.657
C 1.316 -4.150 0.786
C -1.324 -3.977 2.544
C -2.414 -0.365 1.831
C -3.252 0.444 2.610
C -4.622 0.425 2.398
C -5.168 -0.388 1.412
C -4.341 -1.179 0.627
C -2.966 -1.166 0.829
C -0.463 -0.011 3.839
C 0.057 1.184 4.362
C 0.056 1.397 5.731
C -0.436 0.426 6.594
C -0.978 -0.748 6.088
C -1.016 -0.959 4.716
C -1.910 2.453 -0.227
C -2.866 1.702 -0.921
C -4.211 2.047 -0.841
C -4.610 3.112 -0.046
C -3.670 3.822 0.693
C -2.326 3.495 0.619
C 0.966 3.297 -0.222
C 0.624 4.653 -0.294
C 1.623 5.620 -0.308
C 2.961 5.249 -0.248
C 3.307 3.905 -0.174
C 2.315 2.934 -0.165
H 1.619 1.644 -5.101
H 2.571 1.250 -3.624
H 1.625 -0.022 -4.470
H -1.410 0.999 -5.048
H -2.005 0.113 -3.603
H -2.311 1.882 -3.765
H -0.189 3.766 -4.195
H -0.742 3.874 -2.513
H 1.018 3.925 -2.877
H 2.530 -2.794 3.373
H 1.143 -2.232 4.359
H 1.471 -3.975 4.221
H 1.851 -3.509 0.062
H 2.091 -4.793 1.270
H 0.635 -4.825 0.215
H -1.305 -4.373 3.586
H -2.178 -3.277 2.478
H -1.536 -4.837 1.868
H -2.823 1.085 3.389
H -5.273 1.055 3.023
H -6.253 -0.400 1.260
H -4.764 -1.827 -0.152
H -2.317 -1.803 0.224
H 0.465 1.948 3.685
H 0.451 2.342 6.125
H -0.404 0.584 7.676
H -1.380 -1.509 6.764
H -1.465 -1.879 4.312
H -2.540 0.829 -1.501
H -4.946 1.458 -1.402
H -5.669 3.394 0.005
H -3.981 4.649 1.337
H -1.585 4.037 1.214
H -0.432 4.958 -0.380
H 1.335 6.676 -0.394
H 3.741 6.019 -0.265
H 4.358 3.596 -0.126
H 2.584 1.883 -0.124
Cl 2.499 -0.025 2.710
C 3.403 -0.316 1.283
C 2.752 -0.699 0.114
C 3.555 -0.899 -0.996
Cl 2.656 -1.324 -2.406
C 4.934 -0.749 -1.025
Cl 5.821 -1.034 -2.461
C 5.562 -0.335 0.159
Cl 7.242 -0.085 0.176
C 4.785 -0.118 1.313
Cl 5.564 0.403 2.747
C -0.483 -2.197 -1.633
C 0.131 -2.794 -2.833
C 0.743 -4.064 -2.821
C 1.290 -4.608 -3.972
C 1.243 -3.902 -5.175
C 0.612 -2.657 -5.214
C 0.070 -2.117 -4.064
C 1.802 -4.431 -6.349
N 2.270 -4.834 -7.354
H -0.800 -3.009 -0.971
H -1.375 -1.634 -1.930
H 0.761 -4.653 -1.898
H 1.770 -5.592 -3.948
H 0.549 -2.126 -6.171
H -0.439 -1.143 -4.113
```

Values from the calculation:
Total charge ... +2
Gap between HOMO and LUMO (spin up / spin down) ... 0.2118 / 0.2119 Ha
LUMO energy (spin up / spin down) ... -7.42 / -7.42 eV

---

2.
This record from OMol25 describes a molecular structure, C45H44ClN7O8PbS2Te at a distorted geometry. The level of theory is ωB97M-V/def2-TZVPD.

```
109
C45H44ClN7O8PbS2Te | OMol25 | ωB97M-V/def2-TZVPD
Pb -0.221 0.008 0.552
O 1.325 -3.062 -4.810
C 0.388 -3.800 -4.233
O 0.032 -4.852 -4.683
C -0.195 -3.288 -2.951
C -1.307 -3.854 -2.318
Cl -2.347 -5.042 -2.900
N -1.464 -3.223 -1.125
N -0.529 -2.300 -0.951
C 0.251 -2.314 -2.029
C 1.501 -1.551 -1.996
O 2.169 -1.272 -2.994
O 1.925 -1.279 -0.823
C -2.348 -3.525 -0.063
C -2.635 -4.848 0.245
C -3.457 -5.130 1.322
C -3.964 -4.104 2.103
C -3.649 -2.788 1.806
C -2.854 -2.493 0.715
H 1.583 -2.250 -4.323
H -2.212 -5.647 -0.340
H -3.698 -6.157 1.550
H -4.607 -4.332 2.937
H -4.027 -1.984 2.416
H -2.638 -1.468 0.458
C -3.571 -1.981 6.964
C -2.945 -1.036 5.993
C -1.983 -1.475 5.090
C -1.417 -0.605 4.176
C -1.806 0.721 4.186
C -2.742 1.190 5.089
C -3.308 0.310 5.992
S -1.233 1.797 2.901
O -1.523 3.173 3.168
O 0.204 1.522 2.651
N -1.901 1.227 1.552
C -2.942 1.777 0.869
C -3.976 2.506 1.430
C -4.997 3.022 0.629
C -5.004 2.832 -0.729
C -3.957 2.121 -1.347
C -3.871 1.928 -2.740
C -2.791 1.261 -3.263
C -1.808 0.775 -2.398
N -1.869 0.907 -1.090
C -2.916 1.575 -0.546
H -3.509 -3.006 6.610
H -4.614 -1.726 7.130
H -3.059 -1.920 7.925
H -1.685 -2.514 5.097
H -0.668 -0.933 3.471
H -3.006 2.235 5.069
H -4.047 0.663 6.695
H -3.970 2.680 2.494
H -5.794 3.579 1.098
H -5.799 3.230 -1.341
H -4.648 2.315 -3.383
H -2.687 1.111 -4.323
H -0.936 0.267 -2.788
C 4.502 -4.946 3.381
O 4.413 -3.942 2.384
C 4.016 -2.691 2.743
C 3.813 -2.231 4.039
C 3.396 -0.930 4.258
C 3.191 -0.052 3.205
C 3.407 -0.498 1.914
C 3.794 -1.799 1.683
N 3.957 -2.301 0.341
C 3.123 -3.386 -0.020
C 1.971 -3.857 0.524
C 1.494 -5.127 0.023
C 0.572 -5.852 0.688
C 0.026 -5.370 1.916
C 0.311 -4.127 2.356
C 1.158 -3.228 1.603
O 1.154 -2.015 1.820
H 4.771 -5.858 2.851
H 3.539 -5.086 3.877
H 5.276 -4.710 4.115
H 3.975 -2.890 4.877
H 3.218 -0.600 5.269
H 2.833 0.946 3.385
H 3.242 0.146 1.045
H 4.918 -2.646 0.264
H 3.538 -3.955 -0.846
H 1.960 -5.519 -0.869
H 0.255 -6.811 0.314
H -0.634 -6.012 2.477
H -0.148 -3.712 3.242
C 1.945 5.593 -0.888
N 1.849 4.161 -1.064
C 1.459 3.278 -0.156
N 1.025 3.612 1.039
S 1.601 1.621 -0.637
H 2.023 6.059 -1.867
H 2.830 5.861 -0.306
H 1.055 5.982 -0.396
H 2.201 3.775 -1.929
H 0.899 4.577 1.307
H 0.728 2.891 1.708
C 4.960 -1.905 -2.485
Te 3.975 -0.517 -1.173
C 5.895 -0.240 -0.175
H 5.447 -1.278 -3.236
H 4.240 -2.532 -3.006
H 5.717 -2.496 -1.970
H 6.487 -1.142 -0.052
H 5.806 0.271 0.778
H 6.413 0.422 -0.866
```

Values from the calculation:
Total charge ... +2
Gap between HOMO and LUMO ... 0.1909 Ha
LUMO energy ... -6.81 eV

---

3.
This record from OMol25 describes a molecular structure, C45H44GeN5O3STi at a distorted geometry. The level of theory is ωB97M-V/def2-TZVPD.

```
100
C45H44GeN5O3STi | OMol25 | ωB97M-V/def2-TZVPD
Ti 1.258 -0.215 -0.023
C 4.785 -1.011 2.187
C 3.593 -1.135 1.295
N 2.485 -0.438 1.478
N 2.332 0.491 2.455
C 1.174 1.095 2.299
O 0.353 0.745 1.343
C 0.826 2.215 3.179
C -0.506 2.575 3.365
C -0.823 3.698 4.109
C 0.184 4.483 4.654
C 1.513 4.117 4.483
C 1.834 2.983 3.760
C 3.502 -2.005 0.171
C 4.427 -3.002 -0.172
C 4.203 -3.783 -1.278
C 3.062 -3.556 -2.059
C 2.191 -2.569 -1.673
N 2.378 -1.813 -0.583
H 4.555 -0.306 2.980
H 5.044 -1.977 2.626
H 5.647 -0.642 1.628
H -1.290 1.954 2.945
H -1.859 3.978 4.254
H -0.064 5.374 5.216
H 2.301 4.732 4.897
H 2.862 2.685 3.612
H 5.295 -3.151 0.455
H 4.894 -4.570 -1.547
H 2.879 -4.137 -2.950
H 1.308 -2.335 -2.256
O 1.477 0.333 -1.989
C 2.029 1.405 -1.541
O 2.301 1.385 -0.284
C 2.275 2.586 -2.366
C 2.563 2.379 -3.725
C 2.955 3.409 -4.544
C 3.041 4.702 -4.034
C 2.696 4.967 -2.727
C 2.295 3.947 -1.841
S 1.738 4.431 -0.274
H 2.504 1.366 -4.108
H 3.206 3.215 -5.579
H 3.383 5.514 -4.664
H 2.712 5.980 -2.350
C -3.379 1.187 -2.592
C -2.012 0.529 -2.268
N -1.034 1.552 -1.951
C -0.858 2.443 -3.083
C -2.194 3.169 -3.393
N -3.214 2.666 -2.422
C -2.794 2.989 -1.019
C -1.426 2.307 -0.767
H -4.162 0.834 -1.922
H -3.694 1.001 -3.618
H -1.653 -0.056 -3.115
H -2.108 -0.144 -1.420
H -0.526 1.859 -3.942
H -0.078 3.163 -2.848
H -2.546 2.957 -4.402
H -2.107 4.248 -3.277
H -4.104 3.116 -2.616
H -3.565 2.621 -0.341
H -2.734 4.073 -0.922
H -1.476 1.636 0.089
H -0.647 3.045 -0.544
C -3.376 -0.201 4.168
C -2.374 -1.140 4.365
C -1.655 -1.636 3.285
C -1.898 -1.197 1.985
C -2.896 -0.234 1.814
C -3.638 0.249 2.882
Ge -0.784 -1.811 0.421
C -0.008 -3.492 1.204
C 1.040 -3.353 2.118
C 1.672 -4.454 2.677
C 1.256 -5.735 2.339
C 0.201 -5.895 1.454
C -0.418 -4.786 0.890
C -2.208 -2.589 -0.788
C -3.583 -2.409 -0.631
C -4.484 -2.802 -1.614
C -4.030 -3.410 -2.776
C -2.670 -3.640 -2.935
C -1.779 -3.227 -1.955
H -3.955 0.170 5.004
H -2.155 -1.491 5.366
H -0.900 -2.392 3.458
H -3.104 0.142 0.814
H -4.426 0.976 2.719
H 1.356 -2.359 2.404
H 2.489 -4.310 3.374
H 1.748 -6.598 2.769
H -0.140 -6.892 1.202
H -1.238 -4.935 0.197
H -3.957 -1.966 0.284
H -5.547 -2.644 -1.469
H -4.725 -3.696 -3.555
H -2.307 -4.135 -3.829
H -0.716 -3.405 -2.094
```

Values from the calculation:
Energy relative to the best compared isomer or geometry (same formula, charge and spin) ... 2.445 eV
<S²> ... 0.777
Gap between HOMO and LUMO (spin up / spin down) ... 0.1974 / 0.1898 Ha
LUMO energy (spin up / spin down) ... -0.57 / -0.78 eV
Spin multiplicity ... 2

---

4.
This record from OMol25 describes a molecular structure, C45H44InN12O8S4Sb. The level of theory is ωB97M-V/def2-TZVPD.

```
115
C45H44InN12O8S4Sb | OMol25 | ωB97M-V/def2-TZVPD
In 0.106 0.047 0.549
N 1.129 5.094 0.461
C 0.601 3.904 0.764
N 1.225 2.773 0.684
C 2.520 2.763 0.226
N 3.177 1.665 0.072
N 2.449 0.514 0.233
C 3.164 -0.537 0.272
C 2.564 -1.873 0.278
C 3.375 -2.991 0.360
C 2.795 -4.250 0.334
C 1.420 -4.351 0.242
C 0.678 -3.184 0.178
N 1.229 -1.975 0.171
C 3.184 4.022 -0.109
C 4.504 4.095 -0.564
C 5.061 5.313 -0.879
C 4.311 6.484 -0.742
C 3.008 6.434 -0.300
C 2.446 5.197 0.009
H 0.551 5.918 0.475
H -0.421 3.919 1.127
H 4.247 -0.448 0.265
H 4.446 -2.866 0.442
H 3.408 -5.139 0.395
H 0.914 -5.304 0.265
H -0.401 -3.229 0.150
H 5.067 3.177 -0.665
H 6.079 5.366 -1.242
H 4.753 7.441 -0.987
H 2.415 7.336 -0.199
N 4.066 -5.082 6.905
C 2.997 -4.684 6.128
C 1.763 -4.385 6.712
C 0.705 -3.955 5.934
C 0.864 -3.816 4.564
C 2.086 -4.110 3.968
C 3.145 -4.537 4.742
S -0.498 -3.342 3.555
O -0.609 -4.330 2.505
O -1.623 -3.147 4.432
N -0.095 -1.983 2.787
C 0.305 -0.879 3.402
S 0.603 -0.618 5.105
C 1.150 0.992 4.778
C 1.076 1.251 3.466
N 0.601 0.216 2.682
H 3.875 -5.400 7.838
H 4.834 -5.538 6.446
H 1.635 -4.493 7.782
H -0.256 -3.723 6.375
H 2.194 -4.000 2.897
H 4.099 -4.768 4.280
H 1.480 1.641 5.572
H 1.345 2.177 2.990
O -0.953 3.607 -1.158
S -1.929 2.603 -0.824
O -2.422 1.777 -1.891
N -1.424 1.656 0.427
C -2.263 1.738 1.520
O -2.224 0.980 2.469
C -3.262 2.838 1.356
C -4.144 3.311 2.308
C -5.002 4.341 1.945
C -4.974 4.873 0.657
C -4.081 4.399 -0.296
C -3.235 3.377 0.084
H -4.149 2.873 3.299
H -5.709 4.731 2.666
H -5.656 5.670 0.393
H -4.055 4.809 -1.297
O 4.088 3.072 -6.781
S 3.210 3.069 -7.934
O 3.833 2.693 -9.182
O 2.295 4.198 -8.004
C 2.011 1.741 -7.574
N 1.397 1.114 -8.585
C 0.438 0.260 -8.259
C 0.068 0.002 -6.947
C 0.775 0.690 -5.978
N 1.731 1.554 -6.285
C 0.560 0.527 -4.516
C 0.942 1.566 -3.675
C 0.833 1.402 -2.316
N 0.369 0.276 -1.755
C 0.005 -0.726 -2.563
C 0.076 -0.643 -3.937
H -0.061 -0.239 -9.085
H -0.739 -0.679 -6.708
H 1.346 2.473 -4.102
H 1.130 2.192 -1.642
H -0.325 -1.631 -2.075
H -0.212 -1.492 -4.543
C -4.233 -4.104 0.770
C -3.426 -2.987 1.431
Sb -2.556 -1.511 0.120
C -4.296 -0.237 0.095
C -5.610 -0.932 -0.247
C -2.933 -2.420 -1.809
C -2.138 -3.689 -2.129
H -4.735 -4.689 1.543
H -3.588 -4.793 0.225
H -4.994 -3.741 0.081
H -2.611 -3.419 2.009
H -4.036 -2.399 2.119
H -4.093 0.566 -0.610
H -4.355 0.187 1.099
H -5.632 -1.283 -1.279
H -6.433 -0.225 -0.129
H -5.810 -1.775 0.413
H -2.745 -1.638 -2.547
H -4.000 -2.638 -1.819
H -1.067 -3.503 -2.233
H -2.482 -4.125 -3.069
H -2.261 -4.448 -1.356
```

Values from the calculation:
Energy relative to the best compared isomer or geometry (same formula, charge and spin) ... 0.639 eV
Gap between HOMO and LUMO ... 0.1947 Ha
LUMO energy ... -1.66 eV